[1]
Entry from the Open Molecules 2025 dataset: C49H51IrN4O3PS3Sb as an isolated structure at a distorted geometry (ωB97M-V with the def2-TZVPD basis set).

Properties
* energy above the lowest of the compared OMol25 structures with the same formula, charge and spin: 16.6 kcal/mol
* LUMO (spin up / spin down): -0.0804 / -0.0899 hartree
* multiplicity: 2
* E_tot: -4222.88704 hartree
* frontier orbital gap (spin up / spin down): 7.06 / 6.98 eV
* net charge: +1

Element x y z (Å)
Ir 0.314 0.821 0.942
C -0.588 1.718 5.653
C -0.459 0.333 5.109
N 0.317 0.005 4.126
C 0.185 -1.325 3.810
C -0.684 -2.024 4.589
S -1.374 -0.979 5.748
C 0.963 -1.863 2.690
C 1.089 -3.173 2.363
S 2.206 -3.348 1.081
C 2.467 -1.660 1.065
N 1.713 -1.002 1.910
C 3.553 -1.049 0.246
H -1.322 2.284 5.077
H 0.374 2.226 5.582
H -0.898 1.707 6.696
H -0.970 -3.059 4.517
H 0.597 -4.022 2.806
H 3.785 -1.654 -0.629
H 4.458 -0.973 0.853
H 3.268 -0.055 -0.082
O 0.110 2.299 2.591
N 1.252 2.668 3.140
C 2.288 1.818 3.262
C 3.467 2.245 3.841
C 3.582 3.539 4.316
C 2.486 4.383 4.209
C 1.330 3.925 3.621
H 2.105 0.809 2.919
H 4.282 1.540 3.920
H 4.501 3.883 4.769
H 2.514 5.398 4.577
H 0.429 4.506 3.497
C -2.203 3.058 0.527
P -0.648 2.454 -0.169
C 0.400 3.941 -0.243
C -1.008 2.124 -1.914
H -2.552 3.932 -0.027
H -2.042 3.310 1.574
H -2.953 2.269 0.479
H 0.069 4.609 -1.040
H 1.431 3.648 -0.433
H 0.353 4.475 0.707
H -0.078 2.124 -2.484
H -1.656 2.916 -2.294
H -1.494 1.159 -2.044
C 6.418 3.746 -2.490
C 5.948 2.325 -2.646
C 6.876 1.296 -2.730
C 6.453 -0.013 -2.896
C 5.104 -0.305 -2.961
C 4.157 0.716 -2.876
N 2.767 0.438 -2.876
C 2.202 -0.738 -3.356
C 2.685 -1.284 -4.554
C 2.155 -2.440 -5.084
C 1.100 -3.088 -4.448
C 0.583 -2.533 -3.298
C 1.108 -1.366 -2.729
C 0.413 -0.877 -1.493
O -0.651 -1.378 -1.143
O 1.005 0.074 -0.829
C 4.578 2.044 -2.733
C 3.593 3.182 -2.705
H 7.492 3.780 -2.315
H 5.922 4.249 -1.658
H 6.209 4.335 -3.387
H 7.933 1.524 -2.669
H 7.177 -0.815 -2.966
H 4.785 -1.333 -3.063
H 2.272 0.821 -2.086
H 3.485 -0.771 -5.071
H 2.561 -2.833 -6.007
H 0.681 -3.997 -4.856
H -0.257 -2.996 -2.800
H 2.584 2.853 -2.946
H 3.871 3.944 -3.435
H 3.576 3.679 -1.731
S -1.680 -0.338 1.750
Sb -3.161 -1.387 0.349
C -3.655 -0.683 -1.569
C -4.393 0.490 -1.695
C -4.719 0.969 -2.957
C -4.312 0.273 -4.087
C -3.595 -0.909 -3.959
C -3.265 -1.391 -2.700
C -5.019 -1.242 1.328
C -6.210 -1.326 0.612
C -7.424 -1.275 1.284
C -7.449 -1.144 2.665
C -6.262 -1.062 3.380
C -5.045 -1.107 2.714
C -2.865 -3.481 0.293
C -3.880 -4.285 0.806
C -3.731 -5.665 0.823
C -2.575 -6.246 0.326
C -1.560 -5.445 -0.182
C -1.699 -4.064 -0.197
H -4.723 1.032 -0.816
H -5.294 1.881 -3.055
H -4.566 0.647 -5.070
H -3.287 -1.456 -4.840
H -2.701 -2.309 -2.607
H -6.201 -1.437 -0.466
H -8.349 -1.339 0.726
H -8.397 -1.105 3.186
H -6.282 -0.960 4.457
H -4.119 -1.024 3.271
H -4.790 -3.845 1.197
H -4.523 -6.285 1.224
H -2.463 -7.322 0.334
H -0.655 -5.895 -0.569
H -0.899 -3.442 -0.571

[2]
Entry from the Open Molecules 2025 dataset: a 2-piece molecular cluster, C49H51N4O overall at a distorted geometry (ωB97M-V with the def2-TZVPD basis set).

Properties
* energy above the lowest of the compared OMol25 structures with the same formula, charge and spin: 0.0 kcal/mol
* LUMO: -0.1677 hartree
* multiplicity: 1
* E_tot: -2191.80199 hartree
* frontier orbital gap: 5.40 eV
* net charge: +1

Element x y z (Å)
C 6.503 0.442 1.946
C 5.092 0.942 1.976
C 4.149 0.423 1.082
C 2.816 0.843 1.115
C 1.876 0.286 0.106
C 2.450 1.834 2.042
N 1.111 2.283 2.068
C 0.029 1.438 2.121
N -1.045 2.294 2.169
C -2.386 1.858 2.185
C -2.747 0.862 3.104
C -1.751 0.323 4.072
C -4.077 0.431 3.131
C -5.017 0.946 2.230
C -6.425 0.439 2.246
C -4.628 1.935 1.321
C -3.314 2.411 1.285
C -2.937 3.411 0.245
C -0.626 3.633 2.137
C 0.702 3.628 2.089
C 3.384 2.395 2.930
C 3.014 3.405 3.964
C 4.700 1.928 2.886
H 7.104 0.932 2.718
H 6.539 -0.642 2.116
H 6.970 0.634 0.970
H 4.456 -0.316 0.337
H 0.874 0.717 0.177
H 2.275 0.457 -0.905
H 1.784 -0.800 0.223
H -2.236 -0.426 4.710
H -0.904 -0.143 3.551
H -1.354 1.102 4.740
H -4.375 -0.319 3.867
H -7.021 0.933 1.472
H -6.459 -0.645 2.070
H -6.898 0.627 3.220
H -5.353 2.345 0.618
H -3.790 3.539 -0.430
H -2.718 4.403 0.658
H -2.088 3.092 -0.373
H -1.319 4.448 2.177
H 1.399 4.440 2.049
H 3.875 3.543 4.626
H 2.788 4.393 3.544
H 2.174 3.090 4.595
H 5.427 2.344 3.584
C -6.878 -6.427 4.071
N -5.725 -6.985 3.410
C -5.798 -8.107 2.624
O -6.809 -8.769 2.417
C -4.408 -8.345 2.037
C -4.450 -8.249 0.515
C -4.985 -6.908 0.065
C -6.361 -6.735 -0.121
C -6.875 -5.493 -0.494
C -6.004 -4.415 -0.689
C -4.625 -4.585 -0.530
C -4.117 -5.840 -0.181
N -3.617 -7.290 2.668
C -2.294 -7.135 2.505
C -1.618 -6.028 3.010
C -0.243 -6.024 3.202
C 0.520 -4.966 3.791
C 1.907 -5.143 4.058
C 2.663 -4.131 4.637
C 2.066 -2.901 4.958
C 0.701 -2.701 4.706
C -0.065 -3.714 4.129
C -4.409 -6.380 3.523
C -3.907 -6.304 4.935
C -3.791 -7.406 5.696
C -3.221 -7.435 7.030
C -3.183 -8.661 7.735
C -2.657 -8.726 9.020
C -2.150 -7.566 9.627
C -2.172 -6.345 8.939
C -2.695 -6.275 7.647
H -7.752 -7.044 3.848
H -6.709 -6.398 5.153
H -7.059 -5.403 3.720
H -4.049 -9.330 2.385
H -3.440 -8.421 0.126
H -5.127 -9.045 0.177
H -7.029 -7.586 0.032
H -7.953 -5.373 -0.623
H -6.404 -3.441 -0.970
H -3.939 -3.748 -0.678
H -3.039 -5.996 -0.101
H -1.764 -7.942 1.990
H -2.213 -5.149 3.276
H 0.294 -6.931 2.910
H 2.370 -6.096 3.796
H 3.724 -4.289 4.841
H 2.663 -2.105 5.405
H 0.234 -1.750 4.966
H -1.121 -3.545 3.918
H -4.427 -5.361 3.093
H -3.604 -5.315 5.283
H -4.135 -8.368 5.292
H -3.579 -9.550 7.241
H -2.643 -9.679 9.550
H -1.742 -7.618 10.635
H -1.781 -5.443 9.412
H -2.703 -5.327 7.104

[3]
Entry from the Open Molecules 2025 dataset: a 3-piece molecular cluster, C49H51O6S overall at a distorted geometry (ωB97M-V with the def2-TZVPD basis set).

Properties
* LUMO: -0.1341 hartree
* multiplicity: 1
* E_tot: -2747.06969 hartree
* frontier orbital gap: 7.17 eV
* net charge: +1

Element x y z (Å)
C -1.135 6.055 -4.231
C -2.465 5.880 -4.064
C -3.114 5.967 -2.698
S -3.738 4.359 -2.116
C -4.082 3.258 -3.520
C -2.868 2.563 -4.141
O -2.216 1.709 -3.229
C -0.974 2.300 -2.777
C 0.203 2.003 -3.720
O 1.073 1.005 -3.217
C 1.961 1.559 -2.296
C 1.698 1.386 -0.950
C 2.553 1.961 -0.048
C 3.673 2.693 -0.398
C 4.522 3.326 0.725
C 3.710 4.528 1.248
C 5.831 3.886 0.117
C 4.916 2.223 1.764
C 4.811 2.522 3.277
C 5.447 1.276 3.980
C 5.643 3.738 3.759
C 3.359 2.558 3.820
C 3.928 2.833 -1.749
C 3.072 2.257 -2.661
H -0.597 5.315 -4.825
H -0.583 6.895 -3.811
H -3.083 5.709 -4.946
H -2.366 6.326 -1.987
H -3.923 6.704 -2.703
H -2.708 3.854 -1.396
H -4.547 3.878 -4.293
H -4.808 2.522 -3.173
H -2.157 3.247 -4.613
H -3.253 1.940 -4.960
H -0.822 1.933 -1.760
H -1.120 3.387 -2.696
H -0.219 1.699 -4.682
H 0.737 2.950 -3.876
H 0.834 0.835 -0.592
H 2.338 1.840 1.012
H 2.803 4.266 1.791
H 4.358 5.202 1.812
H 3.400 5.110 0.370
H 6.501 3.090 -0.207
H 5.595 4.556 -0.715
H 6.315 4.511 0.873
H 5.967 1.976 1.578
H 4.375 1.288 1.590
H 4.731 0.454 4.085
H 5.754 1.547 4.994
H 6.352 0.935 3.469
H 4.955 4.590 3.838
H 6.026 3.602 4.770
H 6.419 4.043 3.056
H 2.747 1.895 3.197
H 3.338 2.125 4.823
H 2.931 3.561 3.822
H 4.777 3.398 -2.104
H 3.262 2.379 -3.727
C -6.324 -1.044 -0.857
C -5.487 -0.144 -1.510
C -4.235 0.140 -0.992
C -3.817 -0.462 0.185
C -4.661 -1.348 0.853
C -5.911 -1.645 0.322
C -4.243 -1.967 2.141
O -4.972 -2.743 2.720
C -2.912 -1.606 2.701
C -2.526 -2.131 3.927
C -1.284 -1.816 4.454
C -0.419 -0.981 3.755
C -0.800 -0.450 2.534
C -2.050 -0.752 2.006
C -2.460 -0.151 0.713
O -1.710 0.587 0.096
H -7.298 -1.275 -1.266
H -5.816 0.331 -2.428
H -3.576 0.831 -1.497
H -6.561 -2.342 0.834
H -3.196 -2.783 4.470
H -0.987 -2.223 5.412
H 0.554 -0.743 4.166
H -0.128 0.202 1.993
C -3.935 -5.656 1.677
C -4.468 -6.509 0.715
C -3.627 -7.215 -0.130
C -2.249 -7.062 -0.025
C -1.716 -6.188 0.925
C -2.563 -5.497 1.781
C -0.246 -5.973 1.023
O 0.216 -5.215 1.852
C 0.641 -6.701 0.076
C 2.011 -6.473 0.113
C 2.850 -7.153 -0.754
C 2.324 -8.072 -1.657
C 0.959 -8.299 -1.702
C 0.112 -7.609 -0.844
C -1.357 -7.840 -0.928
O -1.817 -8.638 -1.718
H -4.590 -5.111 2.343
H -5.541 -6.623 0.626
H -4.039 -7.882 -0.875
H -2.149 -4.830 2.526
H 2.420 -5.761 0.817
H 3.916 -6.970 -0.727
H 2.982 -8.608 -2.329
H 0.549 -9.010 -2.407

[4]
Entry from the Open Molecules 2025 dataset: C49H52As2Br2MnN4O6S4 as an isolated structure (ωB97M-V with the def2-TZVPD basis set).

Properties
* energy above the lowest of the compared OMol25 structures with the same formula, charge and spin: 7.5 kcal/mol
* LUMO (spin up / spin down): -0.0222 / 0.0018 hartree
* multiplicity: 6
* E_tot: -14931.94823 hartree
* frontier orbital gap (spin up / spin down): 4.24 / 8.39 eV

Element x y z (Å)
Mn 1.966 0.052 -0.342
Br 5.068 -0.081 2.988
C 5.318 1.426 1.825
Br 3.662 2.216 1.221
H 5.836 1.090 0.938
H 5.844 2.195 2.374
N 1.308 -0.296 1.429
S 0.091 0.075 2.186
N -1.385 -0.102 1.553
S -2.370 1.040 1.042
N -2.012 2.041 -0.126
S -0.760 1.811 -1.103
N 0.413 1.117 -0.613
C -0.420 3.498 -1.556
C -1.340 4.528 -1.428
C -0.969 5.801 -1.831
C 0.300 6.026 -2.353
C 1.206 4.983 -2.476
C 0.850 3.702 -2.078
C -1.392 1.151 -2.627
C -0.511 0.391 -3.379
C -0.917 -0.063 -4.627
C -2.187 0.238 -5.094
C -3.056 1.012 -4.331
C -2.656 1.486 -3.094
C -3.702 0.043 0.468
C -4.030 -1.158 1.104
C -5.241 -1.772 0.828
C -6.140 -1.201 -0.060
C -5.827 0.016 -0.661
C -4.631 0.648 -0.388
C -2.888 2.036 2.314
C -3.453 1.390 3.448
C -4.097 2.138 4.407
C -4.212 3.523 4.287
C -3.676 4.152 3.159
C -3.031 3.439 2.174
C 0.164 1.677 2.990
C 0.587 2.764 2.238
C 0.669 4.011 2.836
C 0.342 4.165 4.175
C -0.078 3.073 4.919
C -0.169 1.820 4.331
C 0.008 -1.043 3.568
C -1.157 -1.695 3.930
C -1.123 -2.597 4.986
C 0.063 -2.825 5.666
C 1.225 -2.160 5.292
C 1.206 -1.268 4.234
H -2.318 4.336 -1.009
H -1.668 6.621 -1.732
H 0.581 7.024 -2.665
H 2.192 5.161 -2.883
H 1.541 2.869 -2.160
H 0.487 0.192 -3.008
H -0.227 -0.633 -5.233
H -2.501 -0.119 -6.066
H -4.041 1.255 -4.707
H -3.310 2.113 -2.505
H -3.317 -1.629 1.764
H -5.476 -2.715 1.306
H -7.079 -1.691 -0.278
H -6.528 0.480 -1.344
H -4.409 1.612 -0.821
H -3.381 0.315 3.558
H -4.516 1.634 5.270
H -4.715 4.100 5.050
H -3.753 5.228 3.057
H -2.603 3.939 1.318
H 0.834 2.634 1.196
H 0.997 4.861 2.250
H 0.408 5.141 4.640
H -0.342 3.192 5.962
H -0.497 0.974 4.917
H -2.071 -1.507 3.387
H -2.026 -3.121 5.272
H 0.086 -3.528 6.488
H 2.152 -2.345 5.820
H 2.105 -0.762 3.909
O 4.969 1.769 -3.033
As 3.690 0.594 -3.269
O 2.947 0.918 -4.684
O 2.656 0.740 -1.941
C 4.484 -1.158 -3.310
C 4.560 -1.697 -4.589
C 5.112 -2.957 -4.787
C 5.590 -3.679 -3.708
C 5.503 -3.154 -2.425
C 4.941 -1.905 -2.225
S 4.848 -1.292 -0.556
O 5.558 -2.223 0.271
O 5.320 0.071 -0.617
O 3.373 -1.334 -0.230
H 4.905 2.341 -3.812
H 4.179 -1.117 -5.420
H 5.174 -3.366 -5.788
H 6.029 -4.657 -3.858
H 5.869 -3.703 -1.568
C 2.317 -4.748 -1.745
C 0.993 -4.132 -2.180
As 0.495 -2.597 -1.054
C -1.440 -2.525 -1.381
C -1.899 -3.014 -2.749
C 0.610 -3.502 0.687
C -0.237 -4.753 0.867
H 2.721 -5.404 -2.519
H 2.196 -5.345 -0.839
H 3.063 -3.985 -1.532
H 0.196 -4.876 -2.146
H 1.048 -3.770 -3.209
H -1.710 -1.476 -1.261
H -1.953 -3.068 -0.587
H -1.353 -2.526 -3.558
H -2.959 -2.788 -2.891
H -1.773 -4.091 -2.866
H 0.383 -2.756 1.446
H 1.673 -3.723 0.807
H -1.304 -4.524 0.889
H 0.005 -5.247 1.812
H -0.074 -5.482 0.070